Here is a 11-piece molecular cluster, C43H105N3O19 overall in a non-equilibrium geometry from OMol25. Energies are from ωB97M-V with the def2-TZVPD basis set.

The geometry in XYZ format:
```
170
Properties=species:S:1:pos:R:3:forces:R:3:lowdin_charge:R:1
C -0.21721 -1.55848 -1.53881 0.2847 0.3815 0.3354 -0.0173
C 0.43913 -2.25568 -2.72377 0.2978 -0.5077 0.3060 -0.4769
C 0.90549 -3.65315 -2.27340 -0.0514 -0.3022 -0.4061 -0.0323
C -0.56444 -2.43005 -3.85560 -0.2610 -0.5956 -0.4390 -0.1435
C -0.76453 -1.18263 -4.70287 0.8491 -1.0213 -0.0961 -0.1590
C 0.59175 -0.83221 -5.30516 -0.2078 0.7968 -0.6277 -0.1370
C 1.71444 -0.55191 -4.27507 -1.5841 0.4458 -0.3845 -0.5092
C 3.03723 -0.57185 -5.01662 0.9504 -1.0028 0.4162 -0.0308
C 1.45637 0.82927 -3.66293 0.3917 -0.0536 -0.1687 -0.0244
N 1.65173 -1.60226 -3.26352 0.3335 -1.0097 -0.7089 -0.0890
O 2.60087 -1.40352 -2.24798 0.0487 0.6168 0.5382 -0.0218
H -1.15545 -2.04118 -1.26640 -0.0568 0.0418 -0.2814 0.0690
H 0.39927 -1.60344 -0.63813 0.1400 -0.0425 -0.1497 0.0735
H -0.37564 -0.49819 -1.74344 -0.3268 -0.1130 -0.0879 0.0652
H 0.04224 -4.26559 -2.01361 0.0729 0.0396 0.0169 0.0678
H 1.43645 -4.15242 -3.08803 -0.1380 0.0887 -0.1576 0.0914
H 1.60162 -3.65919 -1.43392 -0.1863 0.3026 0.1677 0.0705
H -0.22120 -3.26442 -4.48174 0.3867 0.3871 -0.3320 0.1230
H -1.53842 -2.84343 -3.57139 0.1002 0.3602 0.8584 0.1193
H -1.45744 -1.50412 -5.48147 -0.1515 0.6226 -0.1307 0.1159
H -1.14978 -0.33724 -4.13219 -0.2564 -0.0860 0.0117 0.0997
H 0.46451 0.08027 -5.90072 0.1688 0.1265 0.1274 0.1145
H 0.89805 -1.55179 -6.06929 0.0407 -0.4411 0.4050 0.1204
H 3.26729 -1.60669 -5.29266 -0.1757 -0.0022 -0.1022 0.0906
H 3.87072 -0.29229 -4.36617 -0.1128 0.3029 -0.0086 0.0712
H 3.09482 0.00650 -5.93744 -0.3704 0.2999 0.1533 0.0885
H 1.42209 1.60583 -4.43349 0.1709 -0.0396 -0.0906 0.0831
H 2.28492 1.04871 -2.99055 -0.3537 0.2333 0.2494 0.0623
H 0.49245 0.85695 -3.15771 0.1779 -0.0007 0.2867 0.0580
H 3.25085 -2.11408 -2.29839 -0.1687 -0.1089 -0.3120 0.1113
C -3.54224 -1.63917 0.60088 -0.7043 0.0879 0.1608 -0.0275
C -4.76260 -2.03646 -0.23754 -0.1372 -0.4342 -0.3694 -0.4852
C -5.01612 -0.94932 -1.28652 -0.5040 0.3322 0.2447 -0.0278
C -4.45146 -3.40343 -0.93568 0.1169 0.7650 -0.5986 -0.1110
C -5.66991 -4.21671 -1.34107 -0.4999 0.3547 0.1626 -0.1771
C -6.74842 -4.26148 -0.26261 0.5229 -0.7676 -0.6947 -0.1516
C -7.14093 -2.88033 0.23528 0.1536 -0.0477 -0.4223 -0.5217
C -7.90742 -2.15847 -0.88758 -0.6034 0.3020 -0.7346 -0.0333
C -8.04470 -3.09706 1.43332 -0.2465 -0.0590 0.8319 -0.0455
N -5.88607 -2.27349 0.68712 0.3155 -0.5042 0.4051 -0.0926
O -6.12624 -1.17451 1.56486 0.1332 0.1140 -0.5584 -0.0184
H -3.69902 -0.73366 1.19060 -0.2076 -0.0126 -0.0571 0.0872
H -3.40704 -2.47066 1.29544 0.6690 0.1351 0.0186 0.0779
H -2.69961 -1.38985 -0.04260 0.1832 -0.5188 0.0930 0.0655
H -5.72566 -1.23054 -2.06347 0.0137 -0.1619 0.0533 0.0653
H -5.45004 -0.10511 -0.74229 0.1367 0.2011 -0.2261 0.0879
H -4.09845 -0.63855 -1.78838 0.1065 0.0112 0.1565 0.0749
H -4.00149 -3.10371 -1.88938 0.5277 -0.1743 0.1711 0.1100
H -3.71080 -3.97621 -0.37791 -0.1770 -0.0414 0.1942 0.0928
H -6.10118 -3.74117 -2.22667 0.0050 -0.1279 -0.0689 0.0982
H -5.42516 -5.24061 -1.62873 0.2617 0.0727 -0.0171 0.1128
H -6.37699 -4.88576 0.55467 -0.1410 0.1769 0.1952 0.1233
H -7.59718 -4.78120 -0.71798 -0.2407 0.1330 0.2981 0.1234
H -8.90673 -2.59352 -0.99142 -0.1465 0.2453 0.5093 0.0844
H -7.56344 -2.27125 -1.91970 0.6905 -0.2837 0.2892 0.0613
H -7.97602 -1.07436 -0.78240 -0.1860 -0.0683 0.5026 0.0873
H -7.49619 -3.61519 2.22411 0.1353 -0.0144 -0.0967 0.0889
H -8.88780 -3.74162 1.17848 0.0112 0.0678 -0.2169 0.0863
H -8.43870 -2.19653 1.90382 0.0448 0.1662 -0.3381 0.0814
H -5.51157 -1.38148 2.27718 -0.1917 0.1647 0.1877 0.1014
C 1.02065 -3.47942 4.46760 0.6724 -0.2044 -0.6783 -0.0272
C 0.84268 -3.91033 2.98823 -0.1956 0.3917 0.7947 -0.4796
C 1.24821 -2.70569 2.10024 0.4356 -0.7160 -0.7035 -0.0150
C 1.79300 -5.11133 2.79395 0.1680 -0.8769 0.7827 -0.1365
C 1.43257 -6.05942 1.64878 -0.2101 1.2938 -1.1347 -0.1653
C -0.04839 -6.39785 1.75085 0.0781 -0.5141 1.7433 -0.1388
C -0.97391 -5.18235 1.72226 0.1644 0.5399 -0.4101 -0.5069
C -0.88836 -4.40942 0.40149 0.8736 -0.5927 0.0299 -0.0306
C -2.39392 -5.65305 1.94996 -0.7786 0.1222 0.4676 -0.0372
N -0.55811 -4.34968 2.87564 0.2301 -1.1003 0.4931 -0.1052
O -1.45771 -3.31763 3.20941 0.4245 -0.0803 -0.8974 -0.0119
H 2.07656 -3.22999 4.60598 -0.0630 0.1549 0.0969 0.0754
H 0.41919 -2.60559 4.70108 -0.1122 -0.1193 0.1513 0.0649
H 0.81342 -4.34229 5.09723 -0.3777 0.2032 0.1843 0.0854
H 0.41835 -2.06498 1.79661 0.0477 0.2056 0.3121 0.0645
H 2.05365 -2.14664 2.57942 -0.2961 0.2621 0.1972 0.0795
H 1.70131 -3.06002 1.16747 -0.1263 -0.0170 -0.0754 0.0673
H 2.81971 -4.74189 2.72921 -0.0474 0.1278 -0.2670 0.1229
H 1.78146 -5.66573 3.73861 -0.1423 -0.0979 -0.0378 0.1127
H 1.66786 -5.42518 0.77962 -0.4776 -0.3579 -0.4361 0.0943
H 2.03186 -6.94710 1.44999 0.2617 -0.0128 0.7981 0.1105
H -0.19975 -6.75398 2.78423 0.2735 0.1763 0.1514 0.1236
H -0.40452 -7.31789 1.28137 0.0707 0.5600 -1.1678 0.1203
H -1.03187 -5.13207 -0.40691 -0.7386 0.3361 -0.1409 0.0978
H 0.12165 -4.05431 0.19939 -0.0358 0.0288 0.3489 0.0325
H -1.52323 -3.52760 0.39428 -0.3760 -0.2452 -0.2483 0.0581
H -2.51301 -6.11093 2.93501 0.2008 0.0869 0.0589 0.0929
H -2.74874 -6.39703 1.23423 0.3152 0.1078 -0.2879 0.0883
H -3.08368 -4.80686 1.92021 -0.0081 -0.0488 -0.0159 0.0664
H -1.26139 -2.61348 2.56734 -0.4166 0.4003 0.3298 0.0572
O 2.59086 2.04471 4.54546 -0.0321 -0.1511 -0.0249 -0.0972
C 3.36804 1.12874 3.77071 0.4039 -0.1537 0.5575 -0.2094
C 4.12469 0.16631 4.67803 0.4681 0.6097 0.0645 -0.2466
O 3.26481 -0.80253 5.23008 0.0240 -0.2506 0.1061 -0.0621
H 3.13276 2.83768 4.71193 0.0252 -0.1034 -0.0117 0.0604
H 2.69200 0.49742 3.19474 -0.1405 0.3064 -0.3344 0.1035
H 4.06065 1.69064 3.14016 -0.0507 -0.1594 -0.2202 0.1197
H 4.65843 0.74041 5.44848 -0.2404 0.0389 0.1267 0.1217
H 4.93198 -0.34481 4.14840 -0.3327 -0.2232 -0.2614 0.1212
H 2.62870 -0.36523 5.80592 0.0240 0.0826 -0.0355 0.0892
O -1.35258 -0.25540 3.12134 0.1206 -0.2916 0.0925 -0.0860
C -0.63430 0.10438 4.29934 -0.3510 0.5014 -0.4600 -0.2250
C -0.83575 1.58589 4.62242 0.8519 0.4157 0.4233 -0.2345
O -0.03254 2.45221 3.82563 0.0508 -0.2833 -0.2859 -0.0990
H -0.92603 0.14875 2.34534 -0.2525 0.1503 0.0810 0.0443
H -1.00141 -0.49506 5.13599 -0.1107 -0.1275 -0.1950 0.1203
H 0.42708 -0.13176 4.14215 0.0488 0.1674 0.2939 0.1025
H -0.57304 1.81955 5.66411 -0.1445 -0.4658 0.1514 0.1138
H -1.87486 1.88501 4.49596 -0.0765 -0.2046 -0.2127 0.1170
H 0.89683 2.30576 4.10593 -0.3334 0.1501 -0.2131 0.0329
O 3.52752 6.84344 -2.20363 0.0288 -0.4356 -0.3368 -0.0777
C 3.74774 5.42087 -2.37703 -0.8813 1.4187 1.1191 -0.2064
C 3.13887 4.97197 -3.67452 1.8590 -1.5110 -0.4154 -0.2324
O 1.72638 4.99699 -3.65182 -0.2070 0.4015 0.0098 -0.0614
H 2.63449 7.00718 -2.53737 0.0275 0.3077 0.2156 0.0417
H 4.81876 5.27339 -2.25112 0.0106 -0.2118 -0.6246 0.1265
H 3.28078 4.94402 -1.50775 -0.0813 -0.4058 -0.3086 0.1033
H 3.48526 3.94634 -3.87378 -0.1849 -0.1072 0.2980 0.1223
H 3.60371 5.51795 -4.50423 -0.5150 0.5438 0.0655 0.1275
H 1.42647 4.47115 -4.39647 -0.1229 0.0297 0.0138 0.0884
O 0.68888 8.02090 -2.12255 0.4185 -0.1608 -0.0677 -0.0453
C 0.48175 7.75045 -0.75901 -1.0143 0.0262 1.8440 -0.2470
C -0.24412 6.42866 -0.55643 -0.0835 -0.4290 -1.0747 -0.2031
O 0.52666 5.38136 -1.14749 -0.3875 0.0443 -0.0492 -0.1050
H -0.15230 8.28401 -2.50815 0.0354 0.0219 -0.0469 0.1037
H 1.39389 7.73375 -0.16266 0.4539 0.0419 -0.7260 0.1246
H -0.13809 8.52336 -0.28373 0.0305 0.1315 -0.1692 0.1214
H -1.21400 6.51962 -1.06809 -0.0292 -0.1658 -0.0677 0.1173
H -0.48458 6.09446 0.45111 0.3919 0.4997 0.2614 0.1269
H 0.59001 5.54753 -2.10194 0.2802 -0.0428 0.0887 0.0530
O -2.08341 2.02505 -1.46065 0.1128 -0.4613 -0.2249 -0.0560
C -2.49213 2.42775 -2.74839 -1.1950 1.1997 -0.9967 -0.2345
C -1.43806 3.26853 -3.44489 0.7058 -0.8400 -0.2649 -0.2360
O -1.85882 3.54489 -4.77588 -0.7349 0.4217 0.1962 -0.0525
H -2.57825 2.54529 -0.82321 0.0501 -0.0755 0.1146 0.1072
H -2.80462 1.67024 -3.47629 0.4323 -0.7737 0.6696 0.1205
H -3.41521 3.01606 -2.65958 0.1292 0.1567 0.0344 0.1297
H -0.54883 2.64067 -3.55733 0.1868 0.2580 0.6695 0.0933
H -1.22551 4.15264 -2.83763 0.1168 0.1332 -0.2495 0.1118
H -1.10134 3.60106 -5.35878 0.0844 -0.0120 0.0534 0.0759
O 4.32267 2.17936 -0.58255 0.3062 0.4344 0.0700 -0.0790
C 4.58376 0.96631 -1.25432 -0.8672 -0.4983 0.0334 -0.2589
C 5.95872 0.48487 -0.84995 -0.0921 0.7782 0.5925 -0.2353
O 6.97621 1.43475 -1.13615 0.2910 -0.1466 -0.7415 -0.0674
H 3.38875 2.41696 -0.70096 0.1191 0.1078 -0.3845 0.0281
H 3.79186 0.25217 -0.98963 0.3982 -0.3064 0.2399 0.1035
H 4.45846 1.02841 -2.34510 0.4783 0.4329 -0.0194 0.1064
H 6.18956 -0.45082 -1.35514 0.1976 0.0262 0.0223 0.1196
H 6.00089 0.37203 0.23922 -0.4124 -0.5671 -0.0198 0.1170
H 6.74457 2.27484 -0.72867 -0.2617 -0.0713 0.0387 0.0756
O 4.39772 4.18396 4.62992 -0.5249 -0.4381 0.1011 -0.0808
C 4.46114 4.94861 3.43211 0.5546 0.6695 0.4543 -0.2169
C 4.18215 6.41528 3.69794 0.6413 -0.1995 -0.6577 -0.2313
O 5.23804 6.99935 4.48289 -0.9082 -0.4139 0.3607 -0.0596
H 4.61388 4.74117 5.38456 0.1978 0.0938 -0.1112 0.0988
H 5.47588 4.84349 3.04067 -0.0847 0.0538 -0.2971 0.1270
H 3.73232 4.59069 2.70690 -0.0243 -0.2954 0.0938 0.1220
H 3.20448 6.50532 4.17833 0.0466 0.1787 -0.0086 0.1280
H 4.20104 6.92331 2.73342 -0.3910 0.0764 -0.0960 0.1192
H 4.77060 7.49080 5.16436 0.4373 0.2158 0.1303 0.0830
O 1.60381 2.81197 -1.06000 -0.3457 -0.1946 0.5214 -0.1020
C 1.28414 2.39665 0.28251 0.0768 -0.1587 0.0496 -0.1789
C 0.81450 0.95394 0.33566 -0.6557 -0.7292 -0.4387 -0.1954
O -0.58724 0.81335 0.58208 -0.0629 0.0898 0.1900 -0.0982
H 1.23886 3.70996 -1.11773 0.1185 0.0718 -0.2611 0.0386
H 2.18557 2.52594 0.88819 -0.1138 -0.0088 0.2472 0.1066
H 0.47680 3.00998 0.68867 0.1296 0.0600 0.0869 0.1289
H 1.26197 0.33615 1.11429 0.3881 0.3832 0.1862 0.1102
H 1.01131 0.42785 -0.60380 0.5279 0.3934 0.0178 0.0892
H -1.08530 0.96061 -0.23463 0.0972 0.1035 0.0239 0.0447
```
Positions in Å, forces in eV/Å.

Properties
multiplicity: 1
relative energy (zero: lowest compared OMol25 entry of this formula, charge and spin): 0.0 kJ/mol
SMILES: CC1(C)CCCC(C)(C)N1O.CC1(C)CCCC(C)(C)N1O.CC1(C)CCCC(C)(C)N1O.OCCO.OCCO.OCCO.OCCO.OCCO.OCCO.OCCO.OCCO
LUMO level: 0.00052 Ha
E: -89659.510 eV
HOMO-LUMO gap: 7.925 eV